Computed, not measured: a cluster of 13 separate species, C34H90BN18O20 in total in a non-equilibrium geometry, with ωB97M-V with the def2-TZVPD basis set.

Structure (XYZ):
```
163
Properties=species:S:1:pos:R:3:forces:R:3
O -3.550538 -0.139508 0.773644 -0.219 -0.144 -0.098
C -2.359970 -0.215783 0.755880 -0.525 0.943 0.099
O -1.595703 -0.369409 -0.306189 0.342 -0.532 -0.419
B -0.218249 -0.631142 0.110190 0.396 0.659 1.399
O -0.238884 -0.377336 1.587876 0.032 0.072 -0.162
C -1.452478 -0.046713 1.978181 0.790 -1.004 0.077
O -1.764772 0.230850 3.102932 -0.487 0.231 -0.102
O 0.809926 0.267384 -0.451048 -0.440 0.358 -0.922
C 1.542839 -0.414944 -1.305311 0.697 -0.834 0.726
O 2.439002 -0.029826 -1.998298 -0.141 0.210 -0.193
C 1.229430 -1.920514 -1.071530 -0.897 0.582 -0.295
O 0.274124 -1.970993 -0.168479 -0.297 -0.640 -0.223
O 1.738113 -2.847730 -1.629072 0.399 -0.231 0.028
C -6.161423 -0.151048 2.438721 -0.184 0.431 1.543
C -7.333405 0.140411 3.397205 0.994 -0.305 -1.934
C -8.342508 1.102069 2.774370 -0.836 -0.465 1.714
O -7.747445 2.295651 2.393329 0.803 0.046 -0.337
C -8.634423 3.274951 1.904449 -0.446 -0.193 1.128
N -8.040139 -1.143472 3.652587 0.164 1.147 1.471
H -5.394506 -0.688730 3.004658 -0.153 -0.556 -0.294
H -5.629197 0.769627 2.206907 -0.391 0.043 -0.629
H -6.576657 -0.720530 1.612033 0.484 0.088 -0.330
H -6.929920 0.605312 4.303021 -0.124 0.013 0.073
H -9.030129 1.224662 3.636328 -0.284 0.706 -0.140
H -9.005082 0.622977 2.044496 0.553 -0.004 -0.628
H -8.104017 4.181961 1.625094 0.342 -0.384 -0.489
H -9.253615 3.597422 2.757397 -0.428 -0.135 -0.273
H -9.244516 2.838221 1.110503 -0.046 0.411 -0.158
H -7.371040 -1.697151 4.189130 0.034 -0.286 -0.389
H -8.658931 -0.848464 4.417166 -0.492 -0.564 -0.311
C 0.084200 0.770254 -4.899291 1.058 -1.259 0.612
C 0.516533 -0.717568 -4.972085 1.301 1.009 -1.066
C -0.570466 -1.690257 -4.628105 -0.308 0.009 -0.703
O -0.920647 -1.561661 -3.269691 0.129 0.104 0.128
C -1.865389 -2.527685 -2.838752 0.066 0.175 -0.935
N 1.020376 -1.017866 -6.335985 -0.014 -0.103 -0.056
H 0.075047 0.981697 -3.828293 -0.791 0.288 -0.026
H -0.840498 0.959421 -5.435767 -0.062 0.168 0.135
H 0.924762 1.363952 -5.260276 -0.201 0.101 -0.415
H 1.408959 -0.760638 -4.339103 -0.422 -0.436 0.780
H -0.349063 -2.708266 -4.979053 0.625 -0.287 0.815
H -1.378131 -1.481328 -5.348164 -0.525 0.462 0.518
H -2.691102 -2.513717 -3.560991 -0.105 -0.322 0.143
H -2.266115 -2.257320 -1.866906 0.279 0.035 0.101
H -1.372487 -3.505895 -2.840619 -0.304 -0.141 0.192
H 1.779532 -0.361249 -6.515250 -0.260 0.265 -0.114
H 1.522012 -1.904035 -6.313634 -0.324 -0.158 0.036
C 2.208939 7.187190 -0.124906 1.062 -0.302 -0.501
C 2.421503 5.799125 0.481347 0.177 0.803 -0.116
C 2.870562 4.750913 -0.501899 0.042 -1.032 -0.397
O 1.852118 4.299971 -1.403899 -0.700 0.124 0.696
C 2.256927 3.097230 -1.993054 1.217 -0.296 -0.801
N 3.468641 5.863848 1.526002 -0.693 0.290 -0.363
H 1.902653 7.909063 0.631748 -0.478 -0.023 -0.163
H 1.571937 7.107719 -1.006954 -0.508 0.247 0.337
H 3.160680 7.562990 -0.515926 0.113 -0.107 0.128
H 1.444176 5.541870 0.910045 0.030 -0.583 -0.097
H 3.210252 3.905084 0.103556 -0.062 -0.128 -0.096
H 3.732076 5.003221 -1.131448 0.112 0.635 0.281
H 2.665985 2.385505 -1.269136 -0.148 0.069 0.098
H 3.068365 3.314512 -2.709136 0.092 -0.123 0.101
H 1.516211 2.572540 -2.597771 -0.545 0.439 0.351
H 3.018278 6.377408 2.275557 0.485 -0.129 0.357
H 3.709639 4.923052 1.839961 -0.092 0.176 0.091
C -2.841874 -4.061015 0.554284 -1.130 -0.527 0.262
C -1.846589 -5.178470 0.238404 -0.310 0.755 -0.585
C -1.169843 -5.595063 1.520075 1.101 0.466 0.394
O -0.140474 -6.574663 1.384652 -0.706 -0.027 0.027
C 1.057684 -6.040661 0.885010 0.772 0.337 0.177
N -2.492891 -6.309364 -0.457624 -0.060 -0.028 0.747
H -3.582092 -3.966109 -0.243176 0.219 0.081 -0.209
H -2.448248 -3.068303 0.762722 0.471 -0.151 -0.136
H -3.446225 -4.330800 1.430135 0.078 -0.040 0.090
H -1.165122 -4.716451 -0.481455 0.465 -0.292 0.184
H -1.906858 -5.959068 2.238641 -0.043 -0.317 -0.135
H -0.698380 -4.720766 1.983555 -0.186 0.194 -0.021
H 1.515106 -5.268179 1.521557 -0.471 0.079 0.313
H 0.951049 -5.568672 -0.094934 -0.003 -0.365 -0.174
H 1.801268 -6.837047 0.898742 -0.172 -0.147 -0.481
H -1.933236 -7.125279 -0.210705 0.067 -0.040 -0.359
H -3.375066 -6.491464 0.020988 -0.075 0.073 -0.158
C -1.431320 3.578595 -3.698206 -0.237 0.966 0.085
C -1.839744 3.999184 -2.279978 0.498 -0.843 0.277
C -1.570435 2.892438 -1.228248 0.249 0.491 -1.278
O -1.887579 3.463474 0.035290 -0.058 -1.028 0.015
C -0.995882 3.179219 1.086574 0.071 -0.597 0.860
N -1.063669 5.182953 -1.906799 0.368 -0.005 0.048
H -1.769846 4.427963 -4.296504 0.276 -0.117 -0.326
H -1.887496 2.688595 -4.124927 -0.092 -0.172 0.426
H -0.346027 3.519995 -3.784406 0.010 -0.092 -0.010
H -2.894332 4.274117 -2.311696 -0.099 -0.172 0.233
H -0.508850 2.621439 -1.269173 0.150 0.346 0.093
H -2.057855 1.947379 -1.495265 -0.652 0.164 0.564
H -1.596045 2.862760 1.946290 0.046 0.811 0.327
H -0.304573 4.004988 1.266856 -0.332 0.220 0.263
H -0.330690 2.313017 1.017692 -0.235 -0.118 -1.145
H -0.142798 4.826520 -1.628999 0.046 0.404 -0.372
H -1.413746 5.569871 -1.036712 -0.283 -0.017 -0.083
C 4.203916 -3.119827 2.178247 -0.235 -0.934 -0.551
C 3.281031 -1.904431 2.049520 1.107 -0.151 -0.055
C 2.619268 -1.597927 3.396454 -0.726 0.908 -0.727
O 2.045468 -2.720964 4.013648 0.356 -0.732 1.428
C 0.751873 -3.082033 3.589081 0.417 0.345 -0.907
N 4.070474 -0.732005 1.646805 -0.748 0.187 0.018
H 5.113286 -3.123081 1.569370 0.131 0.828 0.170
H 3.712942 -3.994192 1.732838 -0.285 -0.141 0.590
H 4.456316 -3.339917 3.214064 0.066 -0.052 -0.038
H 2.490869 -2.168885 1.335708 0.003 0.128 -0.151
H 1.835787 -0.838013 3.261116 0.086 0.030 -0.166
H 3.363926 -1.099964 4.021526 0.083 -0.546 0.307
H 0.456291 -4.066898 3.950669 0.488 -0.077 0.216
H 0.826368 -3.130062 2.497104 -0.791 0.019 -0.072
H -0.020791 -2.382918 3.924593 0.131 0.225 -0.195
H 3.442476 -0.089266 1.173911 0.259 0.305 0.123
H 4.835948 -0.912266 0.994746 -0.486 -0.243 0.213
C 4.137512 1.347154 -5.351082 -0.951 -0.593 -0.519
O 3.294238 1.135382 -6.234513 0.707 0.287 0.463
N 5.098348 2.293184 -5.461584 0.230 0.283 0.118
N 4.135792 0.634807 -4.195393 0.039 0.061 -0.694
H 5.143092 2.827486 -6.308356 0.042 -0.025 0.007
H 5.863499 2.289332 -4.814399 0.120 0.218 -0.103
H 3.505899 -0.145260 -4.216066 -0.002 0.009 0.539
H 4.769242 0.792895 -3.434579 -0.113 -0.162 0.174
C 3.596033 -6.138066 -1.913443 0.415 -1.055 -1.095
O 4.037976 -7.258136 -2.173785 -0.297 0.477 0.355
N 2.458072 -5.628102 -2.463204 0.945 0.355 0.943
N 4.291314 -5.251738 -1.138062 -0.129 -0.025 0.009
H 1.904353 -6.193597 -3.072563 -0.152 0.109 -0.038
H 2.309644 -4.663725 -2.211138 -0.993 -0.015 -0.568
H 5.147612 -5.594216 -0.746907 -0.070 0.065 0.251
H 3.870413 -4.394221 -0.822136 0.200 0.042 0.099
C 3.176100 2.410276 2.524077 -0.177 0.227 -0.633
O 4.124432 2.841091 1.856271 -0.677 -0.381 0.280
N 1.929421 2.119361 2.002581 0.437 0.191 -0.075
N 3.223426 2.234047 3.859416 0.252 0.382 -0.768
H 1.174276 1.844204 2.608416 0.091 -0.234 0.042
H 1.780598 2.049699 1.012280 0.211 0.037 -0.057
H 2.405545 1.830087 4.282827 0.323 -0.153 0.949
H 4.105295 2.497367 4.259058 -0.246 -0.285 0.527
C 5.646770 -2.015119 -1.445856 0.190 1.706 0.305
O 5.733398 -1.038583 -0.695730 -0.042 -0.971 -0.248
N 6.633050 -2.940150 -1.583923 -0.077 -0.768 -0.753
N 4.593443 -2.199028 -2.290819 0.041 -0.220 -0.163
H 7.389677 -3.084379 -0.944941 -0.053 0.483 0.200
H 6.415235 -3.690741 -2.214733 0.216 -0.321 0.209
H 4.681217 -2.782269 -3.101251 -0.110 -0.264 0.084
H 3.723244 -1.706346 -2.170341 0.174 0.355 0.055
C 0.310647 0.300228 5.899536 -0.136 -0.276 1.062
O 0.926374 0.928994 5.042751 -0.394 -0.322 0.105
N 0.667721 0.354045 7.225065 0.697 0.439 -0.075
N -0.761974 -0.502675 5.661887 0.512 0.850 -1.655
H 1.539536 0.801469 7.447889 -0.103 0.029 -0.039
H 0.153750 -0.058477 7.975476 -0.159 -0.202 -0.066
H -1.128764 -0.338344 4.716112 -0.260 -0.384 0.570
H -1.288340 -0.953904 6.377641 -0.114 -0.002 0.165
C -5.369979 3.526313 -0.611764 -0.864 -0.257 -0.416
O -6.366109 3.558626 -1.335088 0.502 -0.459 0.426
N -4.800885 2.443799 -0.030391 -0.182 -0.418 -0.013
N -4.693907 4.657877 -0.274070 0.147 0.775 0.124
H -3.980292 2.606149 0.522915 0.108 -0.339 0.018
H -5.163652 1.510653 -0.084115 -0.158 0.070 -0.109
H -4.856964 5.403675 -0.930316 0.240 0.145 0.171
H -3.760481 4.493051 0.075982 0.137 0.508 -0.263
```
Positions in Å, forces in eV/Å.

Summary:
HOMO: -6.6 eV
LUMO energy: 1.982 eV
Energy above the lowest of the compared OMol25 structures with the same formula, charge and spin: 0.0 kcal/mol
Energy: -105178.270 eV
Total charge: -1
HOMO-LUMO gap: 8.63 eV